This record from the Open Molecules 2025 dataset describes a molecular structure, C14H49B2F3HgO10S. The level of theory is ωB97M-V/def2-TZVPD.

- E_tot: -60296.184 eV
- Charge: 0
- Lowest unoccupied orbital energy: 0.2 eV
- F_max: 0.049 hartree/bohr
- HOMO-LUMO gap: 8.7 eV

CARTESIAN COORDINATES (ANGSTROEM)
Hg -0.362 -1.209 -2.731
O 3.077 0.466 -2.594
H 2.991 0.129 -1.656
H 2.168 0.504 -3.021
H 3.510 -0.224 -3.128
O -1.981 0.624 1.261
H -1.260 0.026 0.931
H -1.589 1.526 1.368
H -2.706 0.658 0.565
B 1.647 -2.716 -3.214
H 1.903 -1.644 -2.882
H 2.463 -3.122 -3.904
H 1.476 -3.247 -2.210
H 0.600 -2.836 -3.712
B 0.128 -0.365 -0.440
H -0.818 -0.905 -0.079
H 0.687 0.211 0.383
H 0.803 -1.155 -0.925
H -0.228 0.394 -1.224
C -4.227 1.459 -3.253
F -4.042 0.963 -4.475
F -3.458 2.527 -3.081
F -5.521 1.723 -3.148
S -3.743 0.093 -1.992
O -4.859 -0.833 -1.983
O -2.440 -0.342 -2.498
O -3.572 0.702 -0.664
C 0.066 1.797 -4.137
O 0.654 0.566 -3.789
H -0.970 1.921 -3.822
H 0.627 2.628 -3.678
H 0.329 1.991 -5.183
C -0.625 4.598 -0.276
C 0.088 3.520 0.489
C 1.347 4.096 1.203
O -0.690 2.935 1.551
H -1.538 4.280 -0.774
H 0.108 5.048 -0.942
H -0.929 5.295 0.515
H 0.316 2.753 -0.254
H 1.853 3.435 1.901
H 1.029 4.968 1.782
H 1.999 4.488 0.420
H -1.017 3.719 2.011
C -3.126 -4.119 -2.425
C -2.560 -3.473 -1.161
C -2.434 -4.253 0.138
O -1.170 -3.199 -1.569
H -3.280 -3.244 -3.066
H -4.150 -4.494 -2.356
H -2.543 -4.795 -3.047
H -2.955 -2.470 -1.018
H -3.281 -4.413 0.809
H -1.781 -3.711 0.829
H -2.027 -5.259 -0.002
H -0.725 -3.959 -1.178
C 0.301 1.911 4.592
C 0.376 0.379 4.864
C -0.535 -0.023 5.985
O 0.041 -0.255 3.627
H -0.614 2.202 4.082
H 1.100 2.207 3.907
H 0.496 2.446 5.523
H 1.388 0.135 5.201
H -1.581 0.063 5.691
H -0.338 0.599 6.860
H -0.315 -1.032 6.338
H 0.850 -0.291 3.109
C 4.205 -0.048 1.945
C 4.094 -0.960 0.744
C 3.572 -2.331 1.271
O 3.127 -0.364 -0.131
H 3.253 0.187 2.421
H 4.770 0.841 1.649
H 4.876 -0.406 2.730
H 5.061 -1.165 0.290
H 4.206 -2.661 2.093
H 3.510 -3.046 0.454
H 2.601 -2.143 1.737
H 2.295 -0.301 0.357


This record from the Open Molecules 2025 dataset describes C4H10N2 in the gas phase. The level of theory is ωB97M-V/def2-TZVPD.

- E_tot: -7287.332 eV
- Charge: 0
- Lowest unoccupied orbital energy: 1.2 eV
- F_max: 0.076 hartree/bohr
- HOMO-LUMO gap: 9.3 eV

CARTESIAN COORDINATES (ANGSTROEM)
C -0.359 -1.573 0.115
C -0.563 -0.074 0.244
C -1.716 0.597 -0.375
C 1.571 1.083 0.005
N 1.044 -1.306 -0.214
N 0.677 0.070 -0.477
H -0.470 -2.330 0.953
H -0.903 -1.888 -0.846
H -0.388 0.387 1.360
H -1.530 0.551 -1.492
H -1.629 1.666 -0.332
H -2.737 0.307 -0.038
H 2.401 1.180 -0.751
H 0.872 1.887 0.313
H 2.122 0.884 0.911
H 1.608 -1.442 0.625


This record from the Open Molecules 2025 dataset describes 6 unconnected molecules or ions with the total composition C34H65NO11P. The level of theory is ωB97M-V/def2-TZVPD.

- E_tot: -69606.835 eV
- Charge: +1
- Lowest unoccupied orbital energy: -3.4 eV
- F_max: 0.021 hartree/bohr
- HOMO-LUMO gap: 7.9 eV

CARTESIAN COORDINATES (ANGSTROEM)
C 5.575 1.809 -2.214
O 4.246 2.107 -1.817
C 3.456 2.587 -2.881
C 2.566 3.727 -2.408
C 1.767 4.295 -3.577
C 0.643 5.244 -3.157
C -0.720 4.660 -2.769
C -1.703 4.440 -3.921
C -1.169 3.671 -5.120
C -0.999 2.174 -4.878
P -2.550 1.345 -4.495
C -3.058 1.422 -2.798
C -2.106 1.565 -1.784
C -2.525 1.645 -0.454
N -3.808 1.585 -0.101
C -4.714 1.418 -1.076
C -4.410 1.336 -2.436
H 6.113 1.414 -1.367
H 5.602 1.085 -3.026
H 6.076 2.732 -2.504
H 2.862 1.786 -3.332
H 4.104 2.975 -3.671
H 1.921 3.341 -1.622
H 3.246 4.473 -2.011
H 1.436 3.466 -4.198
H 2.458 4.876 -4.184
H 1.002 5.807 -2.301
H 0.462 5.975 -3.944
H -0.599 3.758 -2.174
H -1.191 5.391 -2.119
H -2.552 3.881 -3.521
H -2.112 5.386 -4.259
H -0.216 4.086 -5.428
H -1.831 3.803 -5.972
H -0.263 1.919 -4.118
H -0.657 1.709 -5.801
H -2.545 0.039 -4.980
H -3.548 1.995 -5.220
H -1.056 1.610 -2.006
H -1.792 1.770 0.325
H -5.748 1.353 -0.777
H -5.190 1.197 -3.165
O -4.579 0.339 6.793
C -4.270 -0.050 5.704
O -4.284 0.829 4.676
C -3.806 0.493 3.373
C -4.869 -0.183 2.534
C -3.935 -1.500 5.433
H -2.892 -0.098 3.441
H -3.534 1.443 2.915
H -5.196 -1.130 2.963
H -4.491 -0.373 1.532
H -5.748 0.459 2.463
H -4.860 -2.057 5.295
H -3.406 -1.897 6.296
H -3.295 -1.659 4.570
O 8.345 1.501 -0.383
C 8.942 2.539 -0.473
O 8.722 3.313 -1.554
C 9.258 4.635 -1.686
C 10.672 4.627 -2.226
C 9.978 2.951 0.546
H 9.178 5.176 -0.743
H 8.595 5.133 -2.391
H 11.359 4.117 -1.551
H 11.028 5.646 -2.372
H 10.706 4.105 -3.182
H 10.916 2.453 0.306
H 9.642 2.614 1.523
H 10.149 4.023 0.605
O 1.029 0.001 -1.460
C 1.610 -0.458 -0.503
O 0.882 -1.065 0.436
C 1.458 -1.777 1.545
C 1.804 -0.854 2.692
C 3.091 -0.283 -0.352
H 2.312 -2.366 1.215
H 0.688 -2.482 1.852
H 2.560 -0.121 2.408
H 2.182 -1.429 3.536
H 0.919 -0.304 3.013
H 3.291 0.701 0.066
H 3.525 -0.327 -1.346
H 3.578 -1.044 0.254
O -2.068 -4.480 2.716
C -1.818 -4.924 1.630
O -0.521 -5.003 1.255
C -0.097 -5.662 0.059
C -0.188 -4.760 -1.156
C -2.899 -5.313 0.648
H -0.644 -6.595 -0.080
H 0.941 -5.932 0.242
H -1.216 -4.457 -1.355
H 0.197 -5.272 -2.038
H 0.395 -3.853 -0.996
H -3.246 -4.411 0.146
H -3.733 -5.748 1.194
H -2.587 -6.040 -0.097
O -6.473 -5.872 2.058
C -6.494 -6.005 3.252
O -6.227 -4.938 4.024
C -6.386 -4.940 5.446
C -5.174 -5.522 6.142
C -6.732 -7.350 3.897
H -7.311 -5.440 5.736
H -6.499 -3.893 5.721
H -5.018 -6.567 5.878
H -5.284 -5.455 7.225
H -4.277 -4.977 5.845
H -5.792 -7.900 3.906
H -7.452 -7.893 3.290
H -7.123 -7.298 4.910


This record from the Open Molecules 2025 dataset describes a molecular structure, C30H37N3O2Ti. The level of theory is ωB97M-V/def2-TZVPD.

- 2S+1: 3
- E_tot: -63392.124 eV
- Charge: 0
- Lowest unoccupied orbital energy (spin up / spin down): 0.2 / 0.1 eV
- Expectation value of S²: 2.040
- F_max: 0.056 hartree/bohr
- HOMO-LUMO gap (spin up / spin down): 5.3 / 7.6 eV

CARTESIAN COORDINATES (ANGSTROEM)
Ti -0.663 -0.310 0.611
C -1.811 0.488 -2.220
N -2.387 0.654 -0.812
C -3.614 -0.120 -0.598
C -4.246 -0.022 0.814
C -3.229 -0.059 1.975
N -2.072 -0.979 1.758
C -2.430 -2.275 1.989
C -1.877 -3.395 1.335
C -2.147 -4.731 1.810
C -1.889 -5.761 0.936
C -1.241 -5.536 -0.287
C -0.884 -4.298 -0.668
C -1.156 -3.194 0.106
O -0.787 -1.997 -0.330
C -2.709 2.066 -0.569
C -1.530 2.950 -0.345
C -1.022 2.920 1.079
N -0.178 1.763 1.331
C 0.757 2.046 2.170
C 1.879 1.186 2.535
C 2.924 1.793 3.208
C 4.015 1.007 3.550
C 4.087 -0.321 3.134
C 3.064 -0.929 2.456
C 1.997 -0.151 2.134
O 1.152 -0.734 1.347
H -2.649 0.317 -2.848
H -1.048 -0.305 -2.166
H -1.354 1.418 -2.437
H -3.376 -1.156 -0.834
H -4.280 0.280 -1.367
H -4.864 -0.910 0.872
H -4.882 0.817 0.874
H -3.749 -0.417 2.851
H -2.907 0.984 2.210
H -3.039 -2.467 2.847
H -2.595 -4.892 2.780
H -2.209 -6.775 1.166
H -0.947 -6.399 -0.857
H -0.325 -4.009 -1.584
H -3.315 2.150 0.325
H -3.330 2.460 -1.352
H -1.876 4.018 -0.512
H -0.668 2.773 -0.993
H -1.836 2.947 1.811
H -0.467 3.836 1.199
H 0.896 3.055 2.575
H 2.874 2.835 3.475
H 4.797 1.391 4.145
H 4.953 -0.955 3.413
H 3.041 -1.976 2.147
C 3.138 -1.797 -1.322
C 2.740 -0.434 -1.771
C 3.014 0.715 -0.985
C 2.676 1.995 -1.438
C 2.999 3.200 -0.614
C 2.004 2.141 -2.648
C 1.678 1.042 -3.392
C 0.841 1.274 -4.634
C 2.067 -0.239 -2.969
H 2.795 -1.882 -0.257
H 4.244 -1.828 -1.443
H 2.680 -2.536 -1.971
H 3.526 0.638 -0.026
H 2.482 4.123 -0.953
H 4.098 3.408 -0.747
H 2.751 3.022 0.437
H 1.814 3.146 -3.074
H 1.336 2.034 -5.221
H -0.167 1.616 -4.331
H 0.694 0.386 -5.195
H 1.739 -1.104 -3.637


This record from the Open Molecules 2025 dataset describes 2 unconnected molecules or ions with the total composition C22H23F2Si. The level of theory is ωB97M-V/def2-TZVPD.

- E_tot: -36492.434 eV
- Charge: +1
- Lowest unoccupied orbital energy: -6.3 eV
- F_max: 0.031 hartree/bohr
- HOMO-LUMO gap: 4.5 eV

CARTESIAN COORDINATES (ANGSTROEM)
F 2.291 -1.220 2.934
C 1.491 -0.112 2.772
C 1.725 0.991 3.586
C 0.905 2.115 3.399
C -0.124 2.104 2.469
C -0.402 0.944 1.680
C -1.602 0.936 0.901
C -1.977 0.156 -0.239
C -2.993 0.675 -1.103
C -3.547 -0.098 -2.112
C -3.109 -1.412 -2.343
C -2.082 -1.893 -1.536
F -1.634 -3.175 -1.753
C -1.484 -1.148 -0.532
C 0.505 -0.149 1.798
H 2.536 0.982 4.308
H 1.083 3.007 3.999
H -0.764 2.981 2.340
H -2.246 1.810 1.071
H -3.346 1.695 -0.928
H -4.338 0.315 -2.738
H -3.524 -2.029 -3.133
H -0.691 -1.599 0.050
H 0.418 -1.031 1.178
C -4.169 -2.623 2.269
Si -3.589 -1.168 3.269
C -5.050 -0.308 4.036
C -2.486 -1.813 4.689
C -3.139 -2.764 5.667
C -3.126 -4.150 5.440
C -3.774 -5.025 6.315
C -4.433 -4.531 7.449
C -4.440 -3.151 7.690
C -3.789 -2.280 6.814
H -2.844 -0.178 2.351
H -4.680 -3.312 2.960
H -4.878 -2.301 1.491
H -3.333 -3.146 1.787
H -5.551 -1.037 4.690
H -4.736 0.558 4.632
H -5.754 0.028 3.262
H -1.633 -2.288 4.187
H -2.143 -0.903 5.200
H -2.600 -4.538 4.564
H -3.758 -6.101 6.119
H -4.922 -5.218 8.149
H -4.949 -2.753 8.573
H -3.781 -1.205 7.012